# 1
Molecular formula: C41H51F6N5OPS2Sb2Ta
Method: DFT, the ωB97M-V functional and the def2-TZVPD basis

The geometry in XYZ format:
```
110
Properties=species:S:1:pos:R:3:forces:R:3:lowdin_spin:R:1
Ta -0.249612 -0.329993 0.422037 0.0 2.5 0.3 -0.0188
C -3.072048 0.573056 -1.673714 -0.2 0.1 0.0 0.0021
N -1.853566 -0.223850 -1.940638 0.2 -0.4 0.6 0.0278
C -1.092208 0.419067 -3.038943 0.2 0.0 -0.2 0.0063
C 0.343927 -0.037539 -3.126192 -0.2 0.0 -0.1 0.0104
N 1.150788 0.426933 -1.973089 -0.2 -0.4 1.1 0.0177
C 2.443587 -0.287329 -1.935883 0.0 0.0 0.0 0.0132
C 1.331429 1.860251 -2.084030 0.1 0.2 -0.1 0.0012
C 2.250346 2.410617 -2.973228 0.0 -0.1 -0.1 0.0009
C 2.331975 3.783399 -3.143292 0.0 0.0 0.0 0.0006
C 1.497556 4.627559 -2.421782 0.0 0.0 0.0 0.0001
C 0.594451 4.089867 -1.521463 0.0 0.0 0.0 0.0010
C 0.520735 2.708444 -1.358594 0.0 0.0 0.1 0.0014
S -0.596058 2.111009 -0.135772 -0.2 -1.0 0.4 0.0123
C -2.195852 -1.585729 -2.271239 -0.5 0.0 0.0 0.0847
C -3.327342 -1.899798 -2.996524 0.0 0.2 0.0 0.0054
C -3.666271 -3.229222 -3.255513 0.1 0.0 0.1 0.1525
C -2.873134 -4.279527 -2.780380 0.0 -0.1 0.1 0.0109
C -1.718839 -3.994030 -2.096718 -0.1 -0.2 -0.3 0.0685
C -1.372547 -2.649894 -1.844329 0.7 0.2 0.3 0.1188
S 0.123779 -2.350936 -1.064275 -0.9 -0.4 0.2 0.4141
H -3.590694 0.836666 -2.597693 0.1 0.0 0.0 0.0008
H -2.785428 1.499403 -1.183544 0.0 0.0 0.0 0.0009
H -3.749178 0.015508 -1.033075 0.0 0.0 0.0 -0.0003
H -1.131876 1.496617 -2.885920 -0.1 0.0 0.0 0.0009
H -1.579396 0.203302 -3.994710 -0.1 0.0 0.0 -0.0001
H 0.772115 0.353250 -4.053695 0.1 0.0 0.0 0.0002
H 0.398400 -1.123498 -3.170336 0.1 0.0 -0.1 0.0070
H 3.023202 -0.152118 -2.847619 0.0 0.0 0.0 0.0001
H 2.262686 -1.353198 -1.833023 0.1 0.0 -0.1 0.0083
H 3.031908 0.060230 -1.089906 0.0 0.0 0.0 0.0003
H 2.904871 1.769733 -3.549548 0.0 0.0 0.0 0.0001
H 3.039825 4.189688 -3.852789 0.0 0.0 0.0 0.0001
H 1.555664 5.699142 -2.555458 0.0 0.0 0.0 0.0000
H -0.062392 4.730097 -0.945561 0.0 0.0 0.0 0.0002
H -3.963117 -1.115477 -3.382675 0.0 0.0 0.0 -0.0014
H -4.557142 -3.441554 -3.832119 0.0 0.0 0.0 0.0067
H -3.156428 -5.307392 -2.959853 0.0 0.0 0.0 -0.0012
H -1.078526 -4.789228 -1.737861 0.0 0.0 0.0 0.0014
C -3.771467 1.930665 1.936757 0.2 -0.3 -0.2 0.0005
Sb -1.803442 1.527802 2.678233 -0.4 0.6 0.3 0.0033
C -2.313877 0.803278 4.626945 0.2 -0.2 -0.2 0.0007
C -1.306415 3.591542 3.351105 0.0 -0.9 -0.7 0.0010
C -0.405871 3.482643 4.520264 0.2 0.0 0.3 0.0000
C -0.930243 3.571124 5.810412 0.0 0.1 -0.2 0.0002
C -0.128910 3.413313 6.928113 0.1 -0.1 0.0 0.0000
C 1.223129 3.141908 6.770867 -0.1 0.0 0.0 0.0002
C 1.761518 3.071122 5.497411 0.0 0.0 -0.1 0.0000
C 0.967452 3.244013 4.363854 -0.1 0.0 0.2 0.0001
C 1.612098 3.280100 3.029048 -0.3 -0.3 -0.3 0.0000
Sb 1.862003 1.426107 1.862013 0.5 0.4 0.0 0.0011
C 3.430592 0.596791 3.070429 -0.3 -0.2 -0.1 0.0001
C 3.203385 2.432979 0.517368 -0.1 -0.3 -0.2 0.0009
H -4.357843 2.301896 2.776031 0.1 0.0 0.0 0.0001
H -4.219114 1.010456 1.569198 0.0 0.0 0.0 0.0000
H -3.735222 2.676093 1.145336 0.0 0.0 0.0 0.0000
H -2.743391 1.648304 5.160362 0.0 0.0 0.0 0.0001
H -1.433634 0.446471 5.156820 0.0 0.1 0.0 0.0000
H -3.044325 0.005994 4.545775 0.0 0.0 0.0 0.0000
H -2.289708 3.988635 3.597824 0.0 0.0 0.0 0.0001
H -0.896135 4.102335 2.483790 -0.1 0.2 0.1 0.0000
H -1.982550 3.800797 5.933008 0.0 0.0 0.0 0.0000
H -0.554533 3.502702 7.918260 0.0 0.0 0.0 0.0000
H 1.856430 3.009747 7.637354 0.0 0.0 0.0 0.0000
H 2.827911 2.911718 5.378905 0.0 0.0 0.0 0.0000
H 2.665151 3.543951 3.128128 0.0 -0.1 -0.1 0.0000
H 1.135287 3.973321 2.338489 0.1 0.0 0.0 0.0000
H 4.189148 1.373900 3.155767 -0.1 0.1 0.0 0.0000
H 3.864630 -0.282916 2.598007 0.0 0.0 0.0 0.0000
H 3.057663 0.335467 4.058403 0.0 0.0 0.0 0.0000
H 3.862735 3.029434 1.146654 -0.1 -0.1 0.1 0.0001
H 2.674376 3.083744 -0.171201 0.0 0.0 0.0 0.0000
H 3.802661 1.713140 -0.037319 0.0 0.0 0.0 0.0000
F -2.474456 -0.942333 0.733478 1.3 0.1 -0.3 -0.0002
P -2.500909 -2.219245 2.024641 0.8 0.3 0.2 0.0008
F -2.307366 -3.211222 3.189708 -0.2 -0.1 0.0 0.0006
F -3.498890 -1.262608 2.757979 -0.2 -0.3 -0.1 0.0000
F -3.571714 -2.985840 1.213949 -0.1 0.1 0.0 0.0004
F -1.294798 -2.843595 1.146312 -0.2 -0.5 0.0 0.0218
F -1.209738 -1.234451 2.634196 -0.1 -0.1 -0.6 0.0001
C 6.848922 0.705076 -2.787328 0.2 -0.1 0.0 0.0000
C 6.077202 -0.523610 -2.396851 -0.1 0.0 0.0 0.0001
C 5.511274 -1.355362 -3.362615 0.0 0.1 0.1 0.0000
C 4.824156 -2.502486 -3.008624 -0.1 -0.1 0.1 0.0002
C 4.678601 -2.867144 -1.669039 0.3 0.2 0.0 0.0002
N 3.958722 -4.058815 -1.413621 -0.3 0.0 0.0 0.0003
C 3.883547 -4.886611 -0.319943 0.1 0.0 -0.3 0.0001
O 3.649099 -6.060260 -0.427562 0.0 0.0 0.1 0.0006
N 4.103235 -4.309546 0.961618 0.1 0.0 0.3 0.0004
C 3.224264 -3.464349 1.610941 0.0 0.1 -0.1 0.0007
C 3.150607 -3.498046 3.008951 0.0 0.0 0.0 -0.0003
C 2.267425 -2.671247 3.664421 0.1 0.0 -0.1 0.0011
C 1.470275 -1.812486 2.929397 -0.1 0.1 0.2 -0.0007
N 1.536178 -1.754741 1.597691 -0.9 0.3 -0.9 0.0064
C 2.399420 -2.555793 0.945961 0.1 0.0 0.1 0.0037
C 5.260050 -2.057954 -0.694075 -0.1 -0.1 0.0 0.0001
C 5.941709 -0.906357 -1.065975 0.0 0.1 -0.1 0.0000
H 6.613070 1.017769 -3.803284 0.0 0.1 0.0 0.0000
H 7.919804 0.491878 -2.758549 0.0 0.0 0.0 0.0000
H 6.673533 1.532801 -2.099593 0.0 0.0 0.0 0.0000
H 5.631450 -1.110770 -4.411501 0.0 0.0 0.0 0.0000
H 4.415829 -3.146188 -3.780850 0.0 0.0 0.0 0.0000
H 3.736582 -4.586835 -2.247038 0.1 0.0 0.0 0.0000
H 4.486204 -5.016715 1.577081 -0.1 -0.1 -0.1 0.0000
H 3.772803 -4.189238 3.564815 0.0 0.0 0.0 0.0000
H 2.186426 -2.696552 4.741898 0.0 0.0 0.0 0.0001
H 0.761120 -1.168871 3.428360 0.1 0.0 0.0 -0.0001
H 2.433094 -2.486950 -0.128914 0.1 0.0 0.0 -0.0004
H 5.231328 -2.346712 0.345434 0.0 0.0 0.0 0.0000
H 6.412064 -0.302998 -0.296933 0.0 0.0 0.0 0.0000
```
Forces are in eV/Å.

As for the net charge: +3. As for the spin multiplicity: 2. As for the expectation value of S²: 0.770. Its gap between HOMO and LUMO (alpha / beta) is 0.1774 / 0.1319 Eh. The value obtained for the total energy is -4215.65304 Ha. For the relative energy (zero: lowest compared OMol25 entry of this formula, charge and spin), the calculation gives 39.6 kcal per mole. Its max |F| is 2.513 eV Å⁻¹. The calculation puts the LUMO energy (alpha / beta) at -10.0 / -11.2 eV.

***

# 2
Molecular formula: C41H51Ge2N5O3S2SeTi
Method: DFT, the ωB97M-V functional and the def2-TZVPD basis

The geometry in XYZ format:
```
106
Properties=species:S:1:pos:R:3:forces:R:3:lowdin_charge:R:1
Ti -0.165263 0.948843 1.353724 0.2 0.2 -0.7 0.6784
N 0.336449 0.066320 5.212672 -0.1 0.1 -0.1 0.0473
C -0.207373 1.416160 5.044355 0.0 -0.1 0.0 -0.1750
C -0.351043 1.759106 3.582177 -0.2 0.1 -0.2 -0.4969
O -1.432708 1.421718 2.949830 0.6 0.1 0.5 -0.1530
N 0.585263 2.307364 2.840616 0.4 -0.3 0.3 -0.0071
C 1.983217 2.097415 3.194218 -0.4 0.1 0.0 -0.1396
C 2.444066 0.815287 2.498760 -1.2 -0.3 -0.2 -0.6221
O 3.611865 0.494610 2.446334 0.4 -0.1 0.1 0.0476
O 1.446757 0.124258 1.968199 1.3 -0.1 0.6 -0.1972
H 0.399788 -0.172735 6.192543 -0.1 0.0 0.0 0.0781
H 1.259393 -0.036384 4.814984 0.1 0.1 -0.1 0.0627
H 0.372357 2.206373 5.526665 0.1 0.1 0.1 0.1105
H -1.213626 1.430798 5.456214 -0.1 0.0 0.1 0.1230
H 2.176625 2.015903 4.265071 0.0 0.0 0.1 0.1200
H 2.603228 2.893129 2.796049 0.0 0.2 0.0 0.1034
C -4.864808 -0.843764 1.240993 0.0 0.0 -0.1 -0.1681
C -3.573335 -0.113882 0.853443 -0.3 0.0 0.0 -0.3681
Ge -1.916901 -0.956601 1.498075 -0.1 0.0 -0.2 0.8827
C -2.236975 -1.538177 3.346696 0.0 -0.2 0.3 -0.3610
C -3.018434 -2.854817 3.479034 0.1 0.0 0.1 -0.1779
C -1.897303 -2.631411 0.506160 0.1 -0.3 -0.1 -0.2149
C -0.998510 -3.111198 -0.361490 -0.3 -0.5 0.0 -0.2949
Ge 0.597791 -2.043248 -0.710387 0.0 0.3 0.1 0.8450
C 1.954618 -2.555758 0.594155 0.2 -0.2 0.1 -0.3134
C 2.694805 -3.887371 0.393435 0.0 0.1 0.2 -0.1583
C 1.173737 -2.074742 -2.576089 0.2 -0.2 -0.4 -0.3478
C 2.050806 -3.191757 -3.159642 0.0 0.2 0.1 -0.1524
C -1.210049 -4.467681 -0.965431 -0.1 0.2 0.1 -0.2231
C -2.502149 -4.918603 -1.253163 -0.1 0.0 -0.2 -0.0459
C -2.727887 -6.191112 -1.755750 0.1 0.0 0.0 -0.0866
C -1.662156 -7.055449 -1.984291 0.0 0.1 0.1 -0.1006
C -0.372258 -6.623693 -1.710225 -0.1 0.1 0.0 -0.0823
C -0.155802 -5.342421 -1.213574 0.0 -0.1 -0.1 -0.0562
H -5.746114 -0.368656 0.797226 0.0 0.0 0.0 0.0610
H -5.014271 -0.850074 2.323330 0.0 0.0 0.0 0.0613
H -4.863205 -1.886112 0.908495 0.0 0.1 0.0 0.0581
H -3.597439 0.916041 1.215687 0.0 0.0 0.0 0.0470
H -3.468185 -0.074930 -0.233126 -0.1 0.0 0.0 0.0408
H -2.746259 -0.710484 3.846861 0.0 -0.1 0.0 0.0554
H -1.265057 -1.630892 3.837776 -0.1 0.0 0.0 0.0398
H -3.984910 -2.830560 2.972285 0.0 0.0 0.0 0.0452
H -3.212811 -3.093083 4.529829 0.0 0.0 0.0 0.0638
H -2.460375 -3.696620 3.060785 0.0 0.1 0.0 0.0614
H -2.740140 -3.287474 0.748786 0.0 0.1 0.0 0.0546
H 1.418262 -2.567505 1.545495 0.1 0.0 0.1 0.0656
H 2.659675 -1.731572 0.675418 0.1 0.0 0.0 0.0305
H 2.034445 -4.749678 0.504065 0.0 0.1 0.1 0.0518
H 3.483329 -3.998983 1.144359 0.0 0.0 0.0 0.0676
H 3.172866 -3.964310 -0.584113 0.0 0.0 0.0 0.0444
H 1.683120 -1.116255 -2.695320 0.0 0.0 0.0 0.0097
H 0.247352 -1.971811 -3.142739 0.1 0.0 -0.1 0.0437
H 2.960816 -3.357106 -2.578445 0.0 0.0 0.0 0.0425
H 2.371856 -2.930345 -4.173035 0.0 0.0 0.0 0.0631
H 1.525518 -4.140215 -3.236554 -0.1 -0.1 0.1 0.0537
H -3.340682 -4.247645 -1.104314 0.0 0.0 0.0 0.1074
H -3.740778 -6.507079 -1.978588 0.0 0.0 0.0 0.0996
H -1.837826 -8.051803 -2.371878 0.0 0.0 0.0 0.0969
H 0.470798 -7.283151 -1.880463 0.0 0.0 0.0 0.1013
H 0.854101 -5.032363 -0.990570 0.0 0.0 -0.1 0.0689
N -1.249005 2.393761 0.450716 -0.3 0.8 -0.6 -0.3956
S -0.961992 3.377619 -0.810812 -0.1 -0.3 0.5 0.9778
C -2.557346 3.708021 -1.535540 -0.2 0.0 -0.1 -0.3896
C -2.785391 4.915552 -2.186083 0.0 0.0 -0.1 -0.0802
C -4.012079 5.129709 -2.794836 0.0 0.0 0.0 -0.0734
C -4.995715 4.146121 -2.751585 0.0 0.0 0.0 -0.0768
C -4.749557 2.942814 -2.105285 0.0 0.0 0.0 -0.0571
C -3.520503 2.712692 -1.495153 -0.1 0.1 -0.1 -0.0773
C -0.709809 4.973153 -0.033308 0.2 0.0 0.0 -0.4012
C -1.654578 5.520659 0.830969 0.0 0.0 0.0 -0.0735
C -1.363996 6.701214 1.488096 0.1 0.1 0.0 -0.0634
C -0.136336 7.332856 1.282595 -0.1 -0.1 0.0 -0.0708
C 0.792623 6.785736 0.413627 0.0 0.0 0.0 -0.0635
C 0.508125 5.594429 -0.251008 0.0 0.1 0.0 -0.1035
H -1.871234 2.848791 1.114484 0.0 0.0 0.0 0.0351
H -2.022214 5.685265 -2.212844 0.0 0.0 0.0 0.1144
H -4.201904 6.069385 -3.298519 0.0 0.0 0.0 0.1064
H -5.955069 4.322166 -3.223101 0.0 0.0 0.0 0.1049
H -5.511858 2.173369 -2.073474 0.0 0.0 0.0 0.1104
H -3.306773 1.782129 -0.989380 0.0 0.0 0.0 0.0558
H -2.616958 5.040819 0.976755 0.1 0.0 0.0 0.1219
H -2.093464 7.133697 2.161171 0.0 0.0 0.0 0.1083
H 0.089861 8.254364 1.804536 0.0 0.0 0.0 0.1059
H 1.745810 7.273956 0.253013 0.0 0.0 0.0 0.1095
H 1.234441 5.148740 -0.920049 0.0 0.0 0.0 0.0680
S -0.681718 0.426628 -1.864203 -0.1 0.1 0.0 0.5957
C -0.073104 -0.146532 -0.443271 -0.3 -0.7 -0.4 -0.8854
C 2.687064 1.491408 -3.381920 0.1 -0.1 0.2 -0.0216
N 3.401449 0.874531 -2.273409 -0.1 0.0 -0.4 -0.0598
C 3.237564 1.158093 -0.961576 0.2 0.0 -0.1 -0.6482
Se 2.198537 2.488361 -0.203371 0.0 0.0 -0.1 0.8103
N 4.055639 0.344125 -0.277557 0.2 -0.2 0.1 0.1440
C 4.757227 -0.489371 -1.143044 -0.1 0.2 0.5 -0.1681
C 5.691380 -1.489673 -0.922877 0.1 -0.1 0.0 0.0012
C 6.213119 -2.112920 -2.046622 -0.1 0.0 0.0 -0.0815
C 5.810602 -1.748400 -3.339307 0.0 0.0 0.1 -0.0824
C 4.866180 -0.755044 -3.547922 0.0 -0.1 -0.1 -0.0085
C 4.353158 -0.139086 -2.419124 -0.4 0.3 -0.2 -0.1679
H 2.049439 2.269464 -2.975926 0.0 0.0 0.0 0.0509
H 2.068417 0.745637 -3.880544 0.0 0.0 0.0 0.0873
H 3.399161 1.920444 -4.086241 0.0 0.0 0.0 0.0978
H 4.103545 0.382542 0.746619 0.0 -0.2 0.0 0.1086
H 5.996353 -1.767586 0.079368 0.0 0.0 -0.1 0.1208
H 6.945807 -2.900376 -1.922639 0.0 0.0 0.0 0.1036
H 6.237182 -2.260640 -4.192674 0.0 0.0 0.0 0.1041
H 4.539698 -0.482474 -4.544329 0.0 0.0 0.1 0.1157
```
Forces are in eV/Å.

As for the net charge: 0. Its gap between HOMO and LUMO is 0.2489 Eh. The value obtained for the total energy is -10293.58662 Ha. For the relative energy (zero: lowest compared OMol25 entry of this formula, charge and spin), the calculation gives 17.5 kcal per mole. Its max |F| is 1.480 eV Å⁻¹. The calculation puts the LUMO energy at 0.2 eV.